This record from the OMol25 dataset describes 2 unconnected molecules or ions with the total composition C3H7O2S at a distorted geometry. The level of theory is the ωB97M-V functional and the def2-TZVPD basis.

```
13
Properties=species:S:1:pos:R:3:forces:R:3
C 0.4789 0.8915 -0.9454 0.7 2.1 0.4
C 0.9434 -0.3222 -0.1700 -0.7 -2.4 -0.8
S 2.7233 -0.3415 0.3542 -0.6 -1.6 -0.8
H 0.8678 1.8222 -0.4834 -0.3 -0.3 0.4
H 0.7971 1.1062 -1.9765 0.3 -1.2 0.1
H -0.5928 0.9788 -0.9567 -0.5 -0.3 0.2
H 0.8047 -1.2304 -0.8784 0.4 1.2 1.3
H 0.3214 -0.5809 0.7483 0.6 0.8 -1.3
H 2.7368 0.9044 0.6376 0.2 1.9 0.5
O -2.3654 -0.4017 -0.9551 -0.4 0.1 2.0
C -2.4234 -0.3296 0.3139 0.4 2.1 0.8
O -2.6916 0.6859 1.0992 0.5 -2.7 -2.3
H -2.0447 -1.2481 0.8977 -0.5 0.4 -0.5
```
Positions in Å, forces in eV/Å.

Output
Lowest unoccupied orbital energy ... 3.07 eV
E ... -18155.562 eV
Net charge ... -1
ΔE to the lowest compared entry with this formula, charge and spin ... 1.052 eV
Kohn-Sham gap ... 7.26 eV
Molar mass ... 107.2 g/mol

Here are the Löwdin charges for atoms 1 to 4, given in e: -0.1954 -0.6083 0.6299 0.0590

---

This record from the OMol25 dataset describes a molecular structure, C39H34BrF3N5O7S4Tl at a distorted geometry. The level of theory is the ωB97M-V functional and the def2-TZVPD basis.

```
94
Properties=species:S:1:pos:R:3:forces:R:3
Tl -0.4934 -0.1657 0.1202 0.1 0.7 0.5
C -1.5913 -1.3693 4.6202 -0.1 -0.1 0.1
C -0.8825 -0.6674 5.5728 0.1 0.0 0.1
C 0.0510 0.2667 5.1695 0.0 -0.1 -0.1
C 0.2694 0.5104 3.8045 -0.5 -0.3 0.2
N -0.4114 -0.2176 2.8855 0.4 0.5 0.3
C -1.3083 -1.1100 3.2912 0.1 0.0 0.0
C 1.1421 1.6404 3.3917 0.5 0.7 -0.2
C 1.7192 2.4545 4.3815 0.0 -0.2 0.3
C 2.4236 3.5991 4.0573 0.0 0.2 0.1
C 2.5246 3.9797 2.7247 0.2 0.1 -0.1
C 1.9872 3.1574 1.7504 0.5 -0.3 0.1
C 1.3305 1.9606 2.0405 -0.9 -0.8 -0.8
H -2.3355 -2.1033 4.8938 0.0 0.0 -0.1
H -1.0613 -0.8264 6.6303 0.0 -0.1 0.0
H 0.5923 0.8254 5.9178 -0.1 -0.1 0.0
H -1.8274 -1.6489 2.5095 -0.1 0.0 0.0
H 1.6249 2.2099 5.4342 0.1 0.1 0.0
H 2.8758 4.1981 4.8408 0.0 0.0 0.0
H 3.0449 4.8992 2.4633 0.1 0.1 0.0
H 2.1110 3.4449 0.7035 0.1 0.0 0.1
O 0.6269 -0.7844 -2.6059 0.1 0.0 0.0
S 1.0426 -1.8139 -3.5921 -0.1 -0.6 -0.3
C -0.3238 -2.9981 -3.7167 0.2 0.2 0.0
C -1.1795 -3.1560 -2.6430 0.0 0.0 0.2
C -2.2225 -4.0668 -2.7292 0.1 0.0 0.0
C -2.4002 -4.7993 -3.8944 -0.1 0.0 0.0
C -1.5565 -4.6084 -4.9814 0.0 0.0 0.0
C -0.5094 -3.7029 -4.8963 0.1 0.0 0.0
C 2.2128 -2.9313 -2.7754 -0.1 0.2 -0.2
C 2.3603 -2.8719 -1.4068 -0.1 0.0 0.1
C 3.2698 -3.7136 -0.7855 0.0 -0.1 0.0
C 4.0127 -4.6113 -1.5360 0.1 0.1 0.0
C 3.8725 -4.6466 -2.9179 0.0 -0.1 0.0
C 2.9743 -3.7983 -3.5449 0.0 0.0 -0.1
H -1.0374 -2.5862 -1.7352 0.0 0.0 0.1
H -2.8609 -4.1978 -1.8676 -0.1 0.0 0.0
H -3.2058 -5.5199 -3.9631 0.0 0.0 0.0
H -1.7142 -5.1607 -5.9003 0.0 0.0 0.0
H 0.1546 -3.5482 -5.7392 0.0 0.0 0.0
H 1.7616 -2.1897 -0.8276 -0.1 0.0 0.1
H 3.3831 -3.6684 0.2889 0.0 0.0 0.0
H 4.7088 -5.2823 -1.0480 0.0 0.0 0.0
H 4.4578 -5.3431 -3.5067 0.0 0.0 0.0
H 2.8670 -3.8141 -4.6240 0.0 0.0 0.0
Br 4.9767 1.0691 -2.2498 -0.1 0.0 0.1
C 4.2499 0.3287 -0.6414 0.7 0.0 -0.4
C 5.1092 -0.0187 0.3868 -0.7 -0.2 0.3
C 4.5138 -0.6541 1.4786 0.8 0.1 -0.3
C 3.1519 -0.8361 1.5018 -1.4 0.6 -0.4
N 2.3074 -0.3664 0.5508 1.8 -0.9 -0.6
C 2.8973 0.1022 -0.5746 -0.9 0.3 1.3
H 6.1697 0.1780 0.3363 0.0 0.0 0.0
H 5.1316 -1.0275 2.2860 -0.1 0.0 0.0
H 2.6676 -1.3478 2.3260 0.0 0.1 0.1
H 2.2343 0.3442 -1.3962 0.0 0.1 0.0
O -6.6927 2.3866 0.7242 0.2 0.0 -0.1
S -6.3533 1.4377 -0.3158 -0.3 0.0 0.0
O -7.4962 0.9614 -1.0739 0.2 0.0 -0.1
N -5.4241 0.2412 0.2167 -0.4 0.3 0.1
C -4.2275 0.2201 -0.3767 0.3 -0.3 -0.1
O -3.3085 -0.5729 -0.1338 -0.2 0.2 -0.1
C -4.0767 1.2999 -1.4350 0.1 0.1 -0.1
C -3.0150 1.5125 -2.2969 0.0 0.0 0.0
C -3.0552 2.6162 -3.1397 0.1 0.0 0.0
C -4.1402 3.4840 -3.1299 -0.1 0.0 0.0
C -5.2296 3.2397 -2.2996 -0.2 0.1 0.0
C -5.1708 2.1433 -1.4692 0.0 -0.4 0.3
H -2.1701 0.8356 -2.3099 0.0 0.0 0.1
H -2.2193 2.8087 -3.8020 0.0 0.0 0.0
H -4.1415 4.3530 -3.7774 0.0 0.0 0.0
H -6.1013 3.8819 -2.3009 0.0 0.0 0.0
F 1.1760 -5.6422 1.2039 0.0 0.2 0.0
C -0.0212 -5.4424 0.6186 -0.2 0.0 0.1
F -0.7414 -6.5618 0.8412 0.1 0.1 0.0
F 0.1913 -5.3756 -0.7072 0.0 0.1 0.0
S -0.9457 -3.9497 1.2837 0.4 -0.9 -0.1
O -2.2635 -4.1964 0.7616 -0.1 0.2 -0.2
O -0.7779 -4.1155 2.7066 0.0 0.1 0.0
O -0.2294 -2.8261 0.6960 0.1 -0.1 0.0
C -0.2030 6.4430 2.4027 0.1 -0.1 -0.2
N -0.4936 5.0724 2.0434 -0.2 0.2 -0.1
C -0.4297 4.5940 0.7640 -0.3 0.1 0.1
S -1.4384 3.3721 0.2859 -0.2 -0.1 -0.2
N 0.4677 5.2004 -0.0478 0.0 0.2 0.0
C 0.7260 4.7747 -1.4069 -0.1 0.1 0.0
H -0.3801 6.5656 3.4687 0.1 0.0 0.0
H -0.8328 7.1565 1.8562 0.0 0.0 0.0
H 0.8431 6.6916 2.2119 0.0 0.0 0.1
H -1.2419 4.6336 2.5544 0.1 -0.1 0.0
H 1.1686 5.7716 0.3924 0.0 -0.1 0.0
H 0.2993 3.7854 -1.5596 0.0 0.0 0.0
H 1.7995 4.7398 -1.5921 0.0 0.0 0.0
H 0.2596 5.4641 -2.1170 0.0 -0.1 0.0
```
Positions in Å, forces in eV/Å.

Output
Lowest unoccupied orbital energy ... 3.50 eV
E ... -189008.057 eV
Net charge ... -2
ΔE to the lowest compared entry with this formula, charge and spin ... 2.185 eV
Kohn-Sham gap ... 4.81 eV
Molar mass ... 1154.3 g/mol

Here are the Löwdin charges for atoms 1 to 4, given in e: 0.8988 -0.0658 -0.0884 -0.0387

---

This record from the OMol25 dataset describes C23H22N2O4 in the gas phase. The level of theory is the ωB97M-V functional and the def2-TZVPD basis.

```
51
Properties=species:S:1:pos:R:3:forces:R:3
C -1.0929 5.4276 3.2587 0.0 0.0 0.2
H -0.0722 5.2379 3.6055 0.0 0.0 0.0
O -1.2345 5.1401 1.8881 0.0 -0.1 -0.3
C -1.0065 3.8689 1.4631 0.0 -0.2 -0.1
C -1.1613 3.6476 0.0930 0.0 0.2 0.1
C -0.9511 2.3950 -0.4376 0.0 0.0 0.2
C -0.5799 1.3262 0.3735 -0.2 -0.1 0.0
C -0.4340 1.5489 1.7322 -0.1 -0.1 -0.2
C -0.6447 2.8039 2.2792 0.0 0.4 0.2
H -0.5212 2.9333 3.3425 0.0 0.1 0.1
H -0.1582 0.7374 2.3881 0.0 0.0 0.1
C -0.3143 -0.0252 -0.2632 0.2 0.4 -0.1
N -0.4373 -1.1301 0.6588 -0.1 -0.1 -0.2
C 0.5619 -1.5054 1.5040 -0.1 -0.1 -0.1
O 0.4025 -2.3673 2.3494 0.1 -0.1 0.2
C 1.8438 -0.7687 1.3461 0.4 0.1 0.0
C 2.7835 -0.8324 2.3676 -0.2 -0.1 0.0
C 3.9784 -0.1469 2.2557 0.0 0.0 0.0
C 4.2408 0.6012 1.1198 0.0 0.0 0.0
C 3.3130 0.6577 0.0931 -0.1 0.0 0.0
C 2.1115 -0.0210 0.2017 0.0 0.0 0.1
C 1.0936 -0.0368 -0.8965 0.0 -0.4 0.1
H 1.2098 0.8289 -1.5549 0.0 0.0 0.1
C 1.2356 -1.3275 -1.7192 0.0 0.6 -0.1
O 1.8812 -2.2836 -1.3686 0.1 -0.3 0.2
N 0.5513 -1.2809 -2.8927 -0.1 0.1 -0.4
H -0.0409 -0.4875 -3.0824 0.1 0.0 0.1
C 0.2654 -2.4906 -3.6445 -0.1 -0.2 0.2
C -1.0611 -3.0556 -3.2433 -0.4 0.7 -0.4
C -2.3269 -2.5527 -3.3569 0.6 -0.2 -0.1
C -3.1797 -3.4783 -2.7078 0.2 -0.5 0.3
C -2.3676 -4.4678 -2.2461 -0.9 0.2 0.0
O -1.0899 -4.2167 -2.5624 0.5 -0.2 0.0
H -2.5728 -5.3672 -1.7009 0.1 -0.2 0.1
H -4.2430 -3.4112 -2.6029 -0.2 -0.1 0.1
H -2.6193 -1.6472 -3.8499 0.0 0.2 -0.1
H 0.2889 -2.2585 -4.7127 0.0 -0.1 0.1
H 1.0471 -3.2128 -3.4000 0.0 0.1 -0.2
H 3.5244 1.2322 -0.7978 0.0 0.1 -0.1
H 5.1739 1.1377 1.0286 0.1 0.0 0.0
H 4.7078 -0.1975 3.0504 0.0 0.0 0.1
H 2.5551 -1.4289 3.2381 0.0 -0.1 0.1
C -1.7425 -1.7308 0.7860 -0.2 -0.2 0.1
H -2.4842 -0.9822 1.0775 0.0 0.0 0.0
H -1.6783 -2.4985 1.5548 -0.1 0.1 -0.1
H -2.0469 -2.1891 -0.1584 0.0 0.0 0.0
H -1.0641 -0.1838 -1.0516 0.1 0.0 0.1
H -1.0807 2.2426 -1.5003 0.0 0.0 -0.1
H -1.4497 4.4780 -0.5317 0.0 0.1 -0.1
H -1.3166 6.4882 3.3612 0.0 -0.1 0.0
H -1.7971 4.8494 3.8654 0.0 0.0 0.0
```
Positions in Å, forces in eV/Å.

Output
SMILES ... COc1ccc([C@H]2[C@H](C(=O)NCc3ccco3)c3ccccc3C(=O)N2C)cc1
Lowest unoccupied orbital energy ... 0.47 eV
E ... -35378.678 eV
Net charge ... 0
ΔE to the lowest compared entry with this formula, charge and spin ... 1.542 eV
Kohn-Sham gap ... 9.03 eV
Molar mass ... 390.4 g/mol

Here are the Löwdin charges for atoms 1 to 4, given in e: -0.0890 0.0960 -0.0837 -0.2769